Entry 1:
Formula: C14H18N2O3S
Source: OMol25
Level of theory: the ωB97M-V functional and the def2-TZVPD basis

Geometry as XYZ:
```
38
Properties=species:S:1:pos:R:3
S 2.1855 -1.2952 0.5417
O 1.1974 -2.0353 -0.1901
O 1.7616 -0.2521 1.4259
O 1.9896 3.0341 0.8233
N -0.0574 2.0949 0.8622
N 3.3454 -0.7614 -0.5360
C -3.9906 -1.4763 -1.0972
C -1.7491 -0.3826 -1.2255
C 2.8593 1.5234 -1.3929
C -1.0133 1.2293 0.4092
C 3.7491 0.6271 -0.5182
C -2.9538 -0.5296 -0.5730
C 3.1697 -2.4678 1.5014
C 1.4573 1.4561 -0.8727
C -3.1992 0.2164 0.5956
C -4.4994 0.0718 1.3242
C 0.5152 0.6311 -1.3767
C -2.2326 1.0812 1.0687
C -0.7618 0.4887 -0.7579
C 1.1953 2.2533 0.3248
H 2.9075 1.1929 -2.4329
H 3.2261 2.5479 -1.3147
H 0.7170 0.0364 -2.2579
H -4.9157 -0.9481 -1.3269
H 2.5278 -2.9134 2.2500
H -5.3340 0.3341 0.6749
H -4.2204 -2.2418 -0.3571
H 4.7908 0.6870 -0.8489
H -1.5453 -0.9599 -2.1153
H -0.2261 2.5893 1.7301
H -3.6383 -1.9664 -2.0007
H 3.1255 -1.1026 -1.4593
H 3.5492 -3.2185 0.8227
H 3.9725 -1.9123 1.9656
H 3.6796 0.9591 0.5181
H -4.5258 0.7156 2.1993
H -4.6436 -0.9586 1.6471
H -2.4149 1.6521 1.9688
```

Computed properties:
Energy above the lowest of the compared OMol25 structures with the same formula, charge and spin ... 1.083 eV
Orbital gap ... 8.40 eV
Electronic energy ... -34769.1204 eV
Lowest unoccupied orbital energy ... 0.5618 eV
Spin multiplicity ... 1
Highest occupied orbital energy ... -7.84 eV



Entry 2:
Formula: C6H12NS
Source: OMol25
Level of theory: the ωB97M-V functional and the def2-TZVPD basis

Geometry as XYZ:
```
20
Properties=species:S:1:pos:R:3
S 3.4183 0.2856 0.8288
N -0.3103 2.1543 -1.0457
C -1.2215 0.9662 0.7991
C -0.8321 2.1301 0.1466
C -1.4591 -1.4633 1.1937
C -1.0383 -0.2933 0.4390
C 2.4839 -0.4171 -0.4119
C 2.3672 -0.1282 -1.6645
H 2.9934 0.7014 -2.0703
H -0.4268 -0.5558 -0.4948
H -1.9260 1.0994 1.7737
H -0.1531 3.0663 -1.4790
H -2.1005 -2.1757 0.5048
H -2.1570 -1.1143 1.9443
H 3.9368 1.2605 0.2180
H -0.8822 3.1888 0.6604
H 1.7634 -0.6932 -2.3389
H -0.6286 -1.9116 1.6374
H 1.9973 -1.3438 -0.0440
H -0.3467 1.3720 -1.5561
```

Computed properties:
Energy above the lowest of the compared OMol25 structures with the same formula, charge and spin ... 2.477 eV
Orbital gap ... 6.54 eV
Electronic energy ... -18732.7774 eV
Lowest unoccupied orbital energy ... -5.3685 eV
Total charge ... +1
Spin multiplicity ... 1
Highest occupied orbital energy ... -11.91 eV



Entry 3:
Formula: C6H18N4O
Source: OMol25
Level of theory: the ωB97M-V functional and the def2-TZVPD basis

Geometry as XYZ:
```
29
Properties=species:S:1:pos:R:3
O -0.5113 1.1730 -1.3622
N -1.0052 1.0560 0.9507
N -1.9641 -0.8945 -1.6204
N 1.1095 0.0978 -0.1038
N -0.7602 -2.2011 -0.1054
C 1.7056 -0.9766 0.7115
C 0.4748 1.9363 -1.9157
C -2.3774 0.5341 1.3554
C -0.2104 0.2972 -0.3423
C 3.1046 -0.4573 1.0736
C -1.0453 -1.0828 -0.6767
H -0.5160 0.9165 1.8306
H -2.3683 -0.5145 1.5921
H 1.0135 2.6543 -1.2711
H -1.1667 2.0540 0.6499
H 3.0767 0.5727 1.5707
H -2.6539 1.1011 2.1071
H 3.4090 -1.1691 1.8253
H 1.1460 -1.3757 1.5610
H 3.8139 -0.4484 0.2647
H 0.0479 -2.1851 0.3973
H 1.8010 0.9658 -0.0998
H -2.4468 -0.0534 -1.9448
H -3.1077 0.6623 0.5718
H -1.0827 -3.0558 -0.3651
H -2.5662 -1.6729 -1.6792
H 1.2944 1.3908 -2.3740
H 1.8231 -1.8473 0.0955
H -0.0379 2.5227 -2.6968
```

Computed properties:
Energy above the lowest of the compared OMol25 structures with the same formula, charge and spin ... 0.269 eV
Orbital gap ... 10.33 eV
Electronic energy ... -14503.5633 eV
Lowest unoccupied orbital energy ... -7.5816 eV
Total charge ... +2
Spin multiplicity ... 1
Highest occupied orbital energy ... -17.92 eV



Entry 4:
Formula: C18H16BrIN2O2Tl
Source: OMol25
Level of theory: the ωB97M-V functional and the def2-TZVPD basis

Geometry as XYZ:
```
41
Properties=species:S:1:pos:R:3
Tl 1.0893 2.9131 -0.5314
I 2.0724 0.3747 2.0528
Br 1.4726 -2.4621 0.0255
O -1.0112 3.7548 -0.0111
O -0.3874 0.6486 -0.9159
N -2.1157 -0.0889 0.4820
N -1.8972 0.8574 1.1724
C -2.8047 -3.3236 -2.0411
C 4.8690 -0.5438 1.5105
C -1.1018 -2.5666 -3.5808
C -2.1876 3.8310 0.4922
C -1.1546 1.8173 3.2386
C -3.0382 4.9822 0.0290
C -1.5586 -1.3238 -1.5770
C 3.2464 -1.9659 0.4490
C -2.0856 -3.4829 -3.2175
C -2.6981 2.9706 1.4388
C -2.5483 -2.2428 -1.2158
C 4.2727 -2.7562 -0.0518
C -0.8336 -1.4893 -2.7634
C -1.2322 -0.1819 -0.7439
C 5.8897 -1.3333 1.0101
C -1.8944 1.8526 1.9423
C 5.5905 -2.4400 0.2289
C 3.5439 -0.8583 1.2311
H 6.3827 -3.0625 -0.1637
H -0.3552 2.5597 3.1970
H -0.7596 0.8329 3.4809
H -3.6692 3.1086 1.8918
H 4.0298 -3.6184 -0.6569
H 5.0975 0.3163 2.1244
H 6.9173 -1.0832 1.2354
H -0.0681 -0.7714 -3.0238
H -1.8508 2.1456 4.0120
H -3.2601 4.8469 -1.0308
H -3.9728 5.0597 0.5800
H -0.5484 -2.7013 -4.4997
H -3.5669 -4.0401 -1.7682
H -2.2919 -4.3283 -3.8609
H -2.4734 5.9082 0.1301
H -3.1081 -2.1154 -0.3011
```

Computed properties:
Energy above the lowest of the compared OMol25 structures with the same formula, charge and spin ... 0.065 eV
Orbital gap ... 6.46 eV
Electronic energy ... -108829.1759 eV
Lowest unoccupied orbital energy ... -4.7489 eV
Total charge ... +1
Spin multiplicity ... 1
Highest occupied orbital energy ... -11.21 eV



> The highest lowest unoccupied orbital energy belongs to which entry?

C14H18N2O3S



> What is the highest occupied orbital energy in the third record?

-17.92 eV



> Which value of electronic energy does entry 1 give?

-34769.1204 eV



> Look up the electronic energy of the first one.

-34769.1204 eV